Entry 1:
187
Properties=species:S:1:pos:R:3 method="wB97M-V/def2-TZVPD" charge=-1 homo_energy_ev=-6.8332
Ca -2.01 3.14 0.23
B -4.93 5.24 -0.33
F -5.88 5.42 0.66
F -4.72 6.37 -1.07
F -3.67 4.90 0.26
F -5.34 4.10 -1.14
B 0.84 4.53 1.55
F -0.19 5.33 1.99
F 1.30 5.17 0.37
F 1.73 4.38 2.57
F 0.23 3.26 1.17
C 0.46 -0.42 -0.16
C -0.52 0.72 -0.35
O -0.33 1.60 -1.20
O -1.52 0.82 0.48
H -0.01 -1.27 0.39
H 1.15 -0.03 0.59
H 1.01 -0.73 -1.03
C -6.02 1.92 2.70
C -4.83 2.67 2.13
C -3.72 2.67 3.19
O -2.50 3.15 2.67
C -1.50 3.07 3.66
N -4.33 2.12 0.84
H -6.33 2.46 3.64
H -5.80 0.88 2.95
H -6.83 1.91 2.00
H -5.06 3.71 1.89
H -3.50 1.67 3.61
H -4.05 3.33 3.99
H -0.62 3.43 3.12
H -1.36 2.03 4.04
H -1.81 3.65 4.53
H -5.08 2.17 0.13
H -4.02 1.18 0.94
C 3.06 1.23 -3.05
C 2.77 2.68 -2.70
C 1.63 3.28 -3.62
O 1.37 4.64 -3.37
C 2.45 5.46 -3.70
N 2.33 2.80 -1.32
H 3.87 0.78 -2.50
H 3.22 1.14 -4.14
H 2.19 0.64 -2.93
H 3.72 3.21 -2.86
H 0.67 2.79 -3.43
H 1.84 3.02 -4.68
H 3.32 5.49 -2.97
H 2.05 6.44 -3.76
H 2.86 5.22 -4.69
H 1.61 2.17 -0.96
H 2.11 3.78 -1.08
C -1.48 -3.60 -1.09
C -2.88 -3.32 -0.50
C -3.65 -2.30 -1.41
O -3.71 -2.83 -2.71
C -4.87 -2.58 -3.46
N -3.60 -4.60 -0.48
H -1.00 -4.36 -0.45
H -0.88 -2.75 -1.05
H -1.54 -3.95 -2.14
H -2.79 -2.93 0.48
H -2.95 -1.42 -1.32
H -4.65 -1.99 -1.09
H -5.67 -3.20 -3.15
H -4.66 -2.66 -4.54
H -5.27 -1.60 -3.27
H -3.95 -4.86 -1.38
H -4.40 -4.67 0.13
C 1.00 -5.83 2.07
C 2.41 -5.34 2.22
C 3.24 -5.57 1.00
O 4.61 -5.45 1.31
C 5.41 -5.28 0.20
N 2.32 -3.89 2.55
H 0.45 -5.72 3.01
H 0.99 -6.92 1.80
H 0.46 -5.35 1.27
H 2.85 -5.89 3.10
H 3.05 -4.86 0.20
H 2.90 -6.54 0.62
H 6.43 -5.09 0.53
H 5.14 -4.46 -0.44
H 5.48 -6.19 -0.40
H 1.79 -3.74 3.36
H 3.25 -3.61 2.82
C -1.70 6.14 -3.58
C -2.10 5.14 -2.47
C -2.39 3.74 -3.06
O -2.81 2.89 -2.05
C -3.16 1.60 -2.47
N -1.11 4.97 -1.36
H -2.50 6.46 -4.22
H -0.89 5.75 -4.23
H -1.19 7.09 -3.16
H -3.01 5.48 -1.99
H -1.51 3.34 -3.56
H -3.13 3.89 -3.90
H -2.26 1.19 -2.91
H -4.04 1.77 -3.08
H -3.39 1.02 -1.58
H -0.29 4.50 -1.71
H -0.92 5.89 -0.98
C -0.67 -1.17 -3.79
C -1.23 -1.88 -5.02
C -0.07 -2.13 -5.94
O -1.74 -3.18 -4.63
H 0.10 -1.59 -3.18
H -1.47 -0.85 -3.12
H -0.30 -0.18 -4.10
H -2.07 -1.19 -5.34
H 0.76 -2.57 -5.36
H 0.31 -1.17 -6.25
H -0.30 -2.72 -6.88
H -2.33 -3.04 -3.85
C 3.62 -3.75 -5.17
C 4.14 -2.81 -4.06
C 5.33 -3.50 -3.38
O 4.45 -1.65 -4.69
H 3.05 -4.66 -4.83
H 4.34 -4.08 -5.94
H 2.89 -3.18 -5.73
H 3.38 -2.72 -3.31
H 6.04 -3.75 -4.15
H 4.94 -4.38 -2.89
H 5.73 -2.87 -2.60
H 4.93 -1.06 -4.09
C -3.01 -1.72 4.61
C -2.19 -1.03 3.51
C -1.05 -2.08 3.16
O -2.94 -0.71 2.31
H -2.46 -1.74 5.55
H -3.24 -2.78 4.43
H -3.93 -1.15 4.83
H -1.62 -0.12 3.88
H -0.46 -2.34 4.04
H -0.33 -1.80 2.36
H -1.51 -3.01 2.83
H -2.30 -0.15 1.80
C 0.92 0.10 5.59
C 1.97 -0.68 6.33
C 2.43 -0.07 7.73
O 1.40 -1.97 6.62
H 0.77 -0.30 4.55
H 1.19 1.15 5.47
H 0.08 -0.04 6.18
H 2.91 -0.90 5.82
H 1.60 0.26 8.27
H 3.18 0.72 7.54
H 2.86 -0.83 8.41
H 2.03 -2.70 6.44
C 6.95 2.66 0.48
C 5.52 3.09 0.40
C 5.40 4.58 0.05
O 4.93 2.27 -0.60
H 7.50 3.24 1.26
H 7.44 2.85 -0.48
H 7.10 1.62 0.79
H 4.95 2.94 1.31
H 5.85 4.88 -0.91
H 5.82 5.22 0.84
H 4.35 4.80 -0.04
H 3.93 2.44 -0.66
C 5.68 -0.49 1.66
C 5.37 -1.13 0.36
C 3.85 -1.22 0.16
O 6.04 -0.47 -0.71
H 4.94 -0.85 2.41
H 5.49 0.58 1.61
H 6.74 -0.79 1.93
H 5.71 -2.21 0.25
H 3.30 -1.77 0.88
H 3.69 -1.67 -0.84
H 3.40 -0.26 0.03
H 5.83 0.47 -0.61
C -5.78 -2.82 2.75
C -6.50 -1.58 2.28
C -7.12 -1.70 0.91
O -7.55 -1.35 3.21
H -5.53 -2.62 3.76
H -4.83 -2.87 2.19
H -6.37 -3.72 2.78
H -5.73 -0.79 2.29
H -7.90 -0.92 0.77
H -7.56 -2.73 0.79
H -6.52 -1.61 0.01
H -7.22 -0.92 3.98

=====

Entry 2:
19
Properties=species:S:1:pos:R:3 method="wB97M-V/def2-TZVPD" homo_energy_ev=-7.8922 relative_energy_ev=3.011
N -2.18 1.58 -1.30
N -2.20 0.49 0.59
C -1.75 0.57 -0.66
C -1.55 -0.55 1.01
N -1.02 -0.44 -1.06
N -0.71 -1.15 0.11
C 1.66 0.77 -0.56
C 0.68 -1.43 0.51
C 1.35 -0.08 0.74
H -2.71 2.24 -0.79
H -1.75 -0.80 1.96
H -0.36 -0.22 -1.80
H 0.86 1.19 -1.13
H 2.33 1.60 -0.30
H 2.34 0.12 -1.22
H 0.72 -2.04 1.43
H 1.21 -2.04 -0.27
H 2.25 -0.27 1.25
H 0.81 0.47 1.49

=====

Entry 3:
16
Properties=species:S:1:pos:R:3 method="wB97M-V/def2-TZVPD" homo_energy_ev=-9.8921 relative_energy_ev=1.565
N -1.67 1.97 -1.46
C -2.06 0.57 -1.45
C -2.91 0.26 -0.26
C -3.11 -0.97 0.44
N -3.91 -0.83 1.46
O -4.23 0.50 1.52
C -3.63 1.14 0.50
C -3.83 2.62 0.42
O -4.82 3.12 -0.03
O -2.87 3.39 1.00
H -1.37 2.26 -2.39
H -0.90 2.17 -0.80
H -2.65 0.36 -2.36
H -1.21 -0.14 -1.46
H -2.73 -1.95 0.18
H -2.17 2.86 1.39

=====

Entry 4:
13
Properties=species:S:1:pos:R:3 method="wB97M-V/def2-TZVPD" homo_energy_ev=-9.6209 relative_energy_ev=2.924
O -2.81 -0.78 -0.22
C -1.87 -0.33 0.42
N -1.11 0.56 -0.33
C 0.05 1.32 0.05
C 1.19 0.82 0.29
C 1.58 -0.67 0.47
F 2.56 -0.74 -0.59
H -1.40 -0.57 1.46
H -1.51 0.83 -1.49
H 0.08 2.49 -0.19
H 1.96 1.46 0.57
H 1.79 -0.83 1.59
H 0.65 -1.22 0.05